(1)
C36H81BrN6O9P | ωB97M-V/def2-TZVPD

Last column: Mulliken charge in e.
CARTESIAN COORDINATES (ANGSTROEM)
1 C 5.70 -2.91 3.64  -0.9547
2 N 6.03 -2.38 2.32  0.0608
3 C 7.05 -1.34 2.38  -1.0722
4 C 4.85 -1.96 1.59  -0.2382
5 O 4.34 -2.75 0.82  -0.5234
6 C 4.30 -0.59 1.77  -0.2517
7 P 2.37 -0.56 2.16  1.1673
8 Br 2.86 -0.95 4.56  -0.5812
9 C 2.48 1.34 2.32  -0.2512
10 C 3.03 2.08 3.53  -0.7982
11 N 3.03 3.55 3.28  -0.7502
12 C 0.47 -0.57 2.48  0.5755
13 C -0.18 -1.36 3.43  -0.5366
14 C -1.56 -1.34 3.57  -1.1229
15 C -2.35 -0.52 2.77  -0.3384
16 C -1.73 0.25 1.80  -1.3374
17 C -0.34 0.22 1.67  -0.4544
18 H 5.56 -2.12 4.38  0.2851
19 H 4.77 -3.47 3.59  0.3546
20 H 6.49 -3.58 3.97  0.3223
21 H 7.00 -0.76 3.31  0.3221
22 H 8.04 -1.80 2.33  0.3081
23 H 6.94 -0.65 1.55  0.4162
24 H 4.86 -0.05 2.53  0.3927
25 H 4.43 -0.07 0.82  0.3294
26 H 2.33 -1.98 2.05  -0.0616
27 H 2.09 -0.40 0.75  -0.2735
28 H 3.11 1.63 1.48  0.3288
29 H 1.50 1.76 2.13  0.0703
30 H 4.04 1.76 3.78  0.1561
31 H 2.38 1.92 4.39  0.4399
32 H 2.15 3.91 3.64  0.3039
33 H 2.96 3.71 2.28  0.3544
34 H 0.40 -2.02 4.07  0.4075
35 H -2.03 -1.97 4.33  0.3716
36 H -3.42 -0.49 2.90  0.4650
37 H -2.32 0.89 1.16  0.5058
38 H 0.11 0.82 0.89  0.6509
39 C -1.24 -1.94 -0.89  -0.8236
40 O -1.49 -0.67 -1.48  0.1716
41 C -0.38 -0.12 -2.17  -0.8013
42 C -0.69 -0.01 -3.64  -0.4063
43 N -0.81 -1.33 -4.25  -0.2850
44 C -1.33 -1.32 -5.61  -0.7289
45 C -2.76 -0.84 -5.82  -0.4731
46 O -3.74 -1.68 -5.24  -0.4727
47 C -4.07 -1.38 -3.89  -0.5037
48 H -2.12 -2.20 -0.31  0.2013
49 H -1.07 -2.71 -1.66  0.4147
50 H -0.38 -1.91 -0.22  0.0901
51 H 0.52 -0.73 -1.99  0.4621
52 H -0.18 0.88 -1.77  0.2217
53 H 0.10 0.55 -4.14  0.4421
54 H -1.62 0.58 -3.73  0.1795
55 H -1.42 -1.89 -3.67  0.0926
56 H -1.26 -2.35 -5.99  0.3747
57 H -0.66 -0.71 -6.23  0.4080
58 H -2.95 -0.85 -6.90  0.3503
59 H -2.90 0.19 -5.48  0.3274
60 H -3.98 -0.31 -3.68  0.2602
61 H -3.45 -1.93 -3.18  0.1738
62 H -5.11 -1.68 -3.74  0.3456
63 C -2.52 8.87 1.45  -0.7179
64 O -3.07 7.72 2.04  -0.3801
65 C -3.86 6.92 1.16  -0.9551
66 C -3.22 5.57 0.94  0.0784
67 N -2.00 5.70 0.16  -0.3313
68 C -1.23 4.46 0.05  -1.0979
69 C -0.61 3.88 1.31  0.4224
70 O 0.43 4.68 1.86  -0.3953
71 C 0.03 5.68 2.77  -0.6650
72 H -2.01 9.42 2.24  0.2462
73 H -1.79 8.62 0.67  0.2924
74 H -3.30 9.51 1.01  0.3607
75 H -4.00 7.44 0.21  0.4622
76 H -4.84 6.78 1.63  0.3523
77 H -3.92 4.94 0.38  0.2837
78 H -3.06 5.11 1.92  0.2139
79 H -1.41 6.41 0.58  0.2075
80 H -0.41 4.64 -0.66  0.3925
81 H -1.87 3.70 -0.40  0.3213
82 H -0.14 2.93 1.05  -0.2418
83 H -1.36 3.66 2.08  0.2384
84 H -0.87 5.39 3.32  0.2974
85 H -0.15 6.64 2.28  0.2016
86 H 0.85 5.82 3.48  0.3459
87 C 7.75 -8.43 -3.38  -0.7316
88 O 6.54 -8.45 -2.68  -0.3524
89 C 6.67 -8.24 -1.27  -0.8072
90 C 6.03 -6.94 -0.85  -0.2095
91 N 6.77 -5.80 -1.36  -0.2814
92 C 6.12 -4.51 -1.13  -0.5866
93 C 4.81 -4.24 -1.84  -0.3281
94 O 4.95 -4.16 -3.26  -0.4516
95 C 4.85 -5.37 -3.96  -0.5675
96 H 7.53 -8.68 -4.42  0.2427
97 H 8.24 -7.45 -3.35  0.3080
98 H 8.46 -9.18 -2.99  0.3455
99 H 7.72 -8.26 -0.99  0.4188
100 H 6.17 -9.08 -0.77  0.3804
101 H 6.02 -6.90 0.24  0.3634
102 H 4.98 -6.96 -1.19  0.2090
103 H 6.91 -5.93 -2.35  0.1393
104 H 6.83 -3.73 -1.43  0.2870
105 H 5.96 -4.39 -0.05  0.2993
106 H 4.44 -3.27 -1.51  0.3180
107 H 4.03 -4.97 -1.59  0.2495
108 H 4.17 -6.07 -3.46  0.2588
109 H 5.81 -5.87 -4.10  0.1923
110 H 4.45 -5.15 -4.96  0.2882
111 C -4.54 0.05 -0.44  -0.5769
112 O -4.95 0.68 0.76  -0.4040
113 C -4.59 2.05 0.87  -0.8855
114 C -5.84 2.91 0.91  -0.3606
115 N -6.51 2.89 -0.38  -0.2682
116 C -7.83 3.52 -0.39  -0.7321
117 C -8.93 2.88 0.45  -0.5366
118 O -9.32 1.60 -0.02  -0.4431
119 C -8.59 0.50 0.50  -0.4535
120 H -4.83 -1.00 -0.37  0.3559
121 H -5.03 0.49 -1.32  0.3361
122 H -3.46 0.10 -0.57  0.1212
123 H -3.94 2.35 0.04  0.4823
124 H -4.04 2.19 1.81  0.3841
125 H -5.56 3.94 1.15  0.3380
126 H -6.47 2.53 1.73  0.3515
127 H -6.61 1.93 -0.68  0.0884
128 H -8.18 3.55 -1.42  0.4037
129 H -7.71 4.56 -0.06  0.3875
130 H -9.81 3.51 0.38  0.3762
131 H -8.66 2.82 1.51  0.3455
132 H -8.24 0.70 1.51  0.2722
133 H -7.72 0.25 -0.13  0.1116
134 H -9.25 -0.36 0.51  0.3260

Properties
E (hartree): -5341.1497
Charge: -1
Orbital gap (eV): 7.1
LUMO level (eV): 2.12
Maximum force (Eh/bohr): 0.03371
Molar mass (g mol⁻¹): 852.95


(2)
C36H81N10O9 | ωB97M-V/def2-TZVPD

Last column: Mulliken charge in e.
CARTESIAN COORDINATES (ANGSTROEM)
1 C -2.51 -5.35 0.58  -0.5036
2 C -2.87 -5.35 -0.90  -0.7072
3 C -3.09 -3.95 -1.51  -0.3806
4 C -4.00 -3.00 -0.70  -0.3312
5 N -3.52 -1.61 -0.68  0.4660
6 C -3.32 -1.04 0.66  -0.8446
7 C -1.84 -1.13 1.08  -0.8887
8 C -0.77 -0.17 0.47  2.4026
9 C 0.10 -0.86 -0.59  -1.3753
10 C 0.11 0.44 1.56  -1.8082
11 N -3.71 0.40 0.61  0.8635
12 C -3.74 1.06 -0.71  -0.1470
13 C -4.77 0.79 1.37  0.7456
14 C -5.51 -0.22 2.22  -1.1339
15 O -5.15 1.97 1.41  -0.6547
16 H -3.38 -5.11 1.20  -0.2629
17 H -1.69 -4.66 0.81  0.2083
18 H -2.19 -6.36 0.87  0.4193
19 H -3.75 -5.99 -1.06  0.3097
20 H -2.05 -5.81 -1.46  0.3638
21 H -3.51 -4.10 -2.51  0.2511
22 H -2.12 -3.48 -1.67  0.2738
23 H -4.11 -3.34 0.33  -0.0513
24 H -5.01 -3.03 -1.14  0.2439
25 H -2.65 -1.59 -1.21  -0.2876
26 H -1.77 -1.07 2.18  0.4585
27 H -1.53 -2.16 0.83  -0.4413
28 H -1.27 0.67 -0.02  -0.6503
29 H 0.96 -0.24 -0.85  0.3520
30 H -0.45 -1.02 -1.52  0.1724
31 H 0.46 -1.83 -0.23  0.2634
32 H -0.45 1.18 2.14  0.3577
33 H 0.42 -0.34 2.27  0.3998
34 H 1.02 0.90 1.16  0.3518
35 H -2.81 0.90 -1.25  0.2537
36 H -4.57 0.68 -1.31  0.3658
37 H -3.88 2.13 -0.58  -0.8210
38 H -6.55 0.11 2.24  0.3951
39 H -5.39 -1.23 1.83  0.1689
40 H -5.13 -0.19 3.25  0.2066
41 C -7.48 5.51 -1.90  0.0541
42 O -7.41 4.78 -2.88  -0.5859
43 N -6.95 5.24 -0.70  0.2535
44 C -7.08 6.16 0.41  -0.8896
45 C -6.21 4.00 -0.48  -1.0782
46 H -8.01 6.47 -1.93  0.2330
47 H -6.10 6.49 0.76  0.2756
48 H -7.59 5.69 1.25  0.2982
49 H -7.65 7.03 0.09  0.3374
50 H -5.36 3.93 -1.17  0.1821
51 H -6.86 3.14 -0.68  0.3823
52 H -5.86 3.94 0.54  0.5675
53 C -0.98 5.09 1.32  0.1395
54 O 0.01 5.66 1.72  -0.6461
55 N -1.64 5.42 0.18  0.2074
56 C -2.83 4.72 -0.25  -0.8554
57 C -1.12 6.51 -0.61  -1.0273
58 H -1.44 4.24 1.85  0.3035
59 H -2.69 4.27 -1.23  0.3662
60 H -3.67 5.42 -0.31  0.3925
61 H -3.09 3.93 0.46  0.1105
62 H -0.10 6.30 -0.94  0.3039
63 H -1.09 7.43 -0.03  0.3022
64 H -1.76 6.65 -1.48  0.3890
65 C -5.05 -5.56 3.22  0.1105
66 O -5.23 -4.49 2.69  -0.5992
67 N -4.97 -5.74 4.56  0.1413
68 C -4.76 -7.03 5.16  -0.9322
69 C -5.10 -4.56 5.41  -0.9379
70 H -4.95 -6.50 2.65  0.2654
71 H -5.59 -7.31 5.82  0.3330
72 H -3.83 -7.05 5.74  0.3395
73 H -4.69 -7.78 4.37  0.2944
74 H -6.06 -4.08 5.25  0.2886
75 H -4.32 -3.83 5.17  0.2918
76 H -5.00 -4.86 6.45  0.3752
77 C 2.45 0.15 -3.85  0.0255
78 O 2.61 0.08 -2.65  -0.4850
79 N 1.82 1.17 -4.46  0.2173
80 C 1.64 1.23 -5.89  -0.9310
81 C 1.28 2.24 -3.63  -0.9069
82 H 2.81 -0.62 -4.55  0.3131
83 H 2.11 2.12 -6.31  0.3393
84 H 0.58 1.25 -6.15  0.3200
85 H 2.09 0.35 -6.35  0.2868
86 H 2.08 2.72 -3.06  0.2807
87 H 0.56 1.84 -2.92  0.2212
88 H 0.80 2.97 -4.26  0.3587
89 C 6.80 2.88 -1.53  0.0758
90 O 6.03 3.64 -2.09  -0.6080
91 N 6.48 1.67 -1.06  0.2653
92 C 7.46 0.81 -0.41  -0.8684
93 C 5.11 1.19 -1.19  -0.9540
94 H 7.86 3.13 -1.37  0.2684
95 H 7.57 -0.13 -0.95  0.3304
96 H 7.15 0.59 0.61  0.3267
97 H 8.43 1.30 -0.38  0.2492
98 H 4.80 1.16 -2.23  0.2357
99 H 4.43 1.85 -0.66  0.2716
100 H 5.04 0.19 -0.77  0.3663
101 C -4.06 -0.34 -3.79  0.6394
102 O -2.97 0.16 -3.64  -0.6365
103 N -4.98 0.10 -4.68  0.1339
104 C -6.28 -0.52 -4.80  -0.9278
105 C -4.65 1.23 -5.51  -1.0002
106 H -4.40 -1.19 -3.17  -0.1225
107 H -6.44 -0.92 -5.80  0.3508
108 H -7.08 0.19 -4.57  0.3261
109 H -6.35 -1.34 -4.09  0.2920
110 H -3.77 1.02 -6.13  0.2819
111 H -4.42 2.11 -4.90  0.2796
112 H -5.50 1.46 -6.16  0.3965
113 C 11.08 -1.06 0.12  0.0586
114 O 10.32 -0.31 -0.45  -0.5370
115 N 10.74 -2.28 0.59  0.1955
116 C 11.69 -3.13 1.27  -0.9617
117 C 9.37 -2.75 0.41  -0.7430
118 H 12.14 -0.81 0.31  0.2531
119 H 11.82 -4.07 0.73  0.3572
120 H 11.36 -3.35 2.29  0.3185
121 H 12.66 -2.62 1.31  0.3015
122 H 9.12 -2.80 -0.65  0.3044
123 H 8.67 -2.07 0.90  0.1691
124 H 9.29 -3.74 0.85  0.3674
125 C 7.87 -0.06 3.37  0.1531
126 O 7.87 -0.90 2.49  -0.6476
127 N 8.52 -0.22 4.55  0.1280
128 C 8.50 0.80 5.58  -0.9311
129 C 9.25 -1.45 4.77  -0.8849
130 H 7.35 0.90 3.28  0.2237
131 H 9.51 1.15 5.80  0.3371
132 H 8.05 0.42 6.50  0.3341
133 H 7.90 1.65 5.23  0.3039
134 H 10.03 -1.57 4.01  0.2243
135 H 8.59 -2.31 4.71  0.2881
136 H 9.71 -1.41 5.76  0.3856

Properties
E (hartree): -2644.9756
Charge: -1
Orbital gap (eV): 3.3
LUMO level (eV): 1.64
Maximum force (Eh/bohr): 0.02635
Molar mass (g mol⁻¹): 798.11


(3)
C36H81N2O22P | ωB97M-V/def2-TZVPD

Last column: Löwdin spin population.
CARTESIAN COORDINATES (ANGSTROEM)
1 C -5.07 3.52 0.64  0.0106
2 C -5.43 2.01 0.54  0.0072
3 N -4.48 1.40 1.52  0.0013
4 C -3.51 0.43 0.93  0.0037
5 C -4.13 -0.89 0.29  0.0136
6 C -5.03 0.97 2.84  0.0035
7 C -5.88 1.93 3.64  0.0042
8 H -5.99 4.10 0.57  0.0016
9 H -4.19 3.65 0.00  0.0058
10 H -4.81 3.83 1.64  0.0016
11 H -6.43 1.82 0.94  0.0007
12 H -5.20 1.76 -0.50  0.0050
13 H -2.94 0.85 0.10  0.0016
14 H -2.81 0.14 1.71  0.0010
15 H -3.33 -1.60 0.05  0.0042
16 H -4.70 -1.39 1.07  0.0012
17 H -4.73 -0.76 -0.61  0.0065
18 H -4.25 0.51 3.46  0.0014
19 H -5.67 0.14 2.54  0.0006
20 H -6.63 1.46 4.27  0.0005
21 H -6.44 2.67 3.08  0.0003
22 H -5.26 2.62 4.21  0.0015
23 C 5.15 1.28 1.74  0.0091
24 C 4.83 2.69 1.19  0.0109
25 N 5.57 3.90 1.74  0.0030
26 C 5.24 5.04 0.87  0.0133
27 C 5.52 4.91 -0.59  0.0293
28 C 5.20 4.15 3.15  0.0046
29 C 6.29 3.72 4.10  0.0013
30 H 6.19 1.16 2.05  0.0007
31 H 4.96 0.48 1.02  0.0043
32 H 4.49 0.95 2.54  0.0009
33 H 5.01 2.61 0.11  0.0058
34 H 3.77 2.93 1.28  0.0106
35 H 4.20 5.28 1.10  0.0137
36 H 5.70 5.93 1.28  0.0011
37 H 6.52 4.53 -0.78  0.0014
38 H 4.78 4.30 -1.10  0.0171
39 H 5.43 5.89 -1.07  0.0060
40 H 4.20 3.73 3.21  0.0020
41 H 5.15 5.22 3.33  0.0013
42 H 6.92 2.94 3.67  0.0001
43 H 5.92 3.60 5.11  0.0006
44 H 7.03 4.50 4.22  0.0002
45 C -4.84 -1.43 -6.91  0.0238
46 C -3.63 -2.21 -6.46  0.0123
47 O -2.73 -1.50 -5.63  0.0078
48 P -1.15 -1.81 -5.66  0.0040
49 O -0.63 -2.29 -6.92  0.0037
50 O -0.48 -0.39 -5.14  0.0053
51 C 0.03 0.55 -6.19  0.0201
52 C -1.13 1.44 -6.75  0.0248
53 O -0.89 -2.84 -4.40  0.0080
54 C -0.93 -4.26 -4.80  0.0116
55 C 0.49 -4.69 -4.81  0.0076
56 H -4.58 -0.39 -7.13  0.0044
57 H -5.35 -1.80 -7.80  0.0027
58 H -5.57 -1.45 -6.10  0.0059
59 H -3.96 -3.09 -5.92  0.0038
60 H -3.05 -2.50 -7.35  0.0014
61 H 0.83 1.12 -5.70  0.0126
62 H 0.39 -0.11 -6.98  0.0012
63 H -0.82 1.92 -7.68  0.0048
64 H -2.04 0.86 -6.93  0.0024
65 H -1.39 2.27 -6.08  0.0056
66 H -1.54 -4.82 -4.10  0.0050
67 H -1.47 -4.47 -5.72  0.0018
68 H 0.45 -5.78 -4.91  0.0015
69 H 1.08 -4.20 -5.58  0.0012
70 H 1.01 -4.42 -3.89  0.0012
71 C -2.02 -6.47 4.62  0.0098
72 O -1.98 -5.57 3.53  0.0028
73 C -0.81 -4.90 3.26  0.0070
74 O 0.32 -5.15 3.64  0.0037
75 O -1.13 -4.01 2.31  0.0040
76 C -0.23 -3.11 1.84  0.0064
77 H -2.82 -7.19 4.46  0.0009
78 H -2.17 -6.08 5.63  0.0020
79 H -1.07 -7.02 4.61  0.0008
80 H 0.53 -3.55 1.19  0.0006
81 H 0.23 -2.53 2.64  0.0010
82 H -0.75 -2.38 1.23  0.0026
83 C -0.04 2.21 3.17  0.0355
84 O -0.21 0.99 3.91  0.0028
85 C 0.10 0.92 5.18  0.0036
86 O 0.74 1.74 5.78  0.0045
87 O -0.40 -0.23 5.61  0.0043
88 C -0.05 -0.58 6.94  0.0078
89 H -0.26 2.10 2.11  0.0112
90 H 0.92 2.70 3.36  0.0063
91 H -0.83 2.72 3.71  0.0044
92 H -0.52 0.12 7.63  0.0011
93 H 1.02 -0.65 7.11  0.0008
94 H -0.59 -1.47 7.26  0.0025
95 C -1.46 0.91 -2.39  0.0282
96 O -0.24 0.33 -2.13  0.0269
97 C 0.16 0.09 -0.81  0.0315
98 O -0.53 0.20 0.18  0.0139
99 O 1.49 -0.22 -0.85  0.0269
100 C 2.26 -0.42 0.29  0.0154
101 H -2.12 0.20 -2.91  0.0057
102 H -1.47 1.73 -3.11  0.0081
103 H -1.87 1.43 -1.53  0.0065
104 H 3.06 -1.16 0.22  0.0037
105 H 1.56 -0.54 1.11  0.0015
106 H 2.65 0.57 0.52  0.0043
107 C 4.05 0.24 5.99  0.0032
108 O 3.33 -0.67 5.27  0.0009
109 C 3.94 -1.70 4.77  0.0023
110 O 4.96 -2.25 5.25  0.0012
111 O 3.21 -2.07 3.70  0.0009
112 C 3.69 -3.02 2.79  0.0069
113 H 4.72 0.80 5.34  0.0004
114 H 4.80 0.00 6.74  0.0003
115 H 3.42 1.03 6.39  0.0007
116 H 3.39 -3.99 3.19  0.0013
117 H 4.78 -3.00 2.74  0.0026
118 H 3.21 -2.82 1.83  0.0008
119 C 2.68 -4.02 -0.74  0.0144
120 O 1.58 -4.91 -0.94  0.0023
121 C 1.72 -5.95 -1.79  0.0056
122 O 2.76 -6.25 -2.43  0.0031
123 O 0.63 -6.75 -1.65  0.0052
124 C 0.53 -8.02 -2.42  0.0130
125 H 2.40 -3.40 0.11  0.0010
126 H 2.82 -3.42 -1.64  0.0057
127 H 3.49 -4.63 -0.35  0.0025
128 H 1.23 -8.80 -2.11  0.0016
129 H 0.63 -7.75 -3.47  0.0018
130 H -0.50 -8.37 -2.37  0.0030
131 C -3.85 4.14 -3.54  0.0366
132 O -2.69 4.88 -3.97  0.0100
133 C -2.40 5.96 -3.26  0.0459
134 O -2.95 6.36 -2.29  0.0113
135 O -1.40 6.66 -3.81  0.0169
136 C -0.74 7.65 -3.13  0.0514
137 H -4.73 4.78 -3.67  0.0065
138 H -3.81 3.83 -2.50  0.0038
139 H -3.80 3.20 -4.10  0.0098
140 H -1.49 8.33 -2.72  0.0029
141 H -0.21 8.32 -3.80  0.0042
142 H -0.13 7.25 -2.32  0.0215

Properties
E (hartree): -3526.3201
Charge: -1
Orbital gap (spin up / spin down) (eV): 1.3 / 7.6
LUMO level (spin up / spin down) (eV): 1.93 / 2.04
Maximum force (Eh/bohr): 0.07795
2S+1: 2
Molar mass (g mol⁻¹): 925.01


Question: Among the records above, which one has the highest maximum force?
Answer: C36H81N2O22P